23
Properties=species:S:1:pos:R:3 method="wB97M-V/def2-TZVPD" s2=2.19 total_charge=+2 relative_energy_kj_mol=0.00 homo_ev="-16.33 / -16.40" spin_multiplicity=3 lumo_energy_ev="-9.452 / -8.482"
Pr 1.373 0.707 1.136
O 2.019 -0.579 -0.429
O -0.895 0.525 -1.236
O -1.365 0.523 1.640
C 0.398 1.077 -0.975
C -2.366 0.449 0.648
C 3.051 -1.494 -0.748
C -1.303 -0.625 2.452
C -1.934 1.198 -0.590
C 1.447 0.160 -1.554
H -1.023 -1.511 1.858
H 3.876 -0.973 -1.255
H 2.659 -2.284 -1.404
H -2.807 1.283 -1.264
H -2.269 -0.799 2.955
H -3.300 0.898 1.031
H 0.460 2.074 -1.438
H -2.572 -0.606 0.392
H 1.035 -0.577 -2.261
H -0.532 -0.453 3.214
H -1.629 2.229 -0.322
H 3.410 -1.933 0.188
H 2.267 0.712 -2.036